# C37H61N11O

A 10-piece molecular cluster, C37H61N11O overall in a non-equilibrium geometry (ωB97M-V with the def2-TZVPD basis set, the Open Molecules 2025 dataset).

XYZ file:
```
110
Properties=species:S:1:pos:R:3
C 4.080 -6.081 5.970
C 4.777 -7.128 5.336
C 4.314 -7.114 4.068
N 3.391 -6.094 3.905
C 3.246 -5.443 5.111
H 4.272 -5.892 7.015
H 5.430 -7.767 5.912
H 4.548 -7.805 3.273
H 2.849 -5.924 3.070
H 2.510 -4.659 5.214
C -3.117 9.326 0.481
C -4.065 8.645 -0.281
C -3.823 7.308 -0.201
N -2.642 7.168 0.519
C -2.173 8.430 0.966
H -3.125 10.401 0.584
H -4.926 9.074 -0.773
H -4.377 6.479 -0.619
H -2.136 6.298 0.605
H -1.241 8.581 1.492
C 5.497 -5.270 -4.889
C 4.684 -5.230 -6.051
C 4.601 -3.899 -6.395
N 5.355 -3.159 -5.482
C 5.720 -3.974 -4.457
H 5.739 -6.182 -4.362
H 4.208 -6.116 -6.444
H 4.115 -3.386 -7.212
H 5.376 -2.159 -5.345
H 6.199 -3.610 -3.560
N 1.884 -0.805 -1.743
C 1.031 -0.359 -0.913
N 0.648 -1.292 -0.140
O 0.604 0.796 -0.864
H 2.084 -1.791 -1.832
H 2.351 -0.152 -2.356
H 0.074 -0.945 0.615
H 0.936 -2.241 -0.329
C 5.609 4.466 -0.460
C 6.893 5.219 -0.033
C 8.116 4.348 0.021
C 8.242 3.345 -1.014
N 8.334 2.591 -1.893
H 5.261 3.601 0.104
H 5.712 4.096 -1.480
H 4.750 5.136 -0.506
H 6.759 5.820 0.866
H 7.009 6.030 -0.751
H 8.035 3.801 0.961
H 9.004 4.981 0.019
C -1.692 4.046 -7.255
C -1.538 4.066 -5.700
C -0.182 4.616 -5.258
C 0.900 3.644 -5.380
N 1.797 2.881 -5.511
H -0.873 3.482 -7.700
H -1.786 5.007 -7.760
H -2.591 3.494 -7.533
H -1.684 3.076 -5.267
H -2.357 4.630 -5.254
H -0.272 5.017 -4.248
H 0.008 5.488 -5.884
C 3.910 1.544 5.653
C 2.730 1.754 4.669
C 1.781 2.863 5.044
C 2.370 4.199 4.660
N 2.817 5.218 4.373
H 4.567 0.705 5.423
H 3.432 1.371 6.617
H 4.480 2.472 5.706
H 2.122 0.849 4.650
H 3.137 1.788 3.659
H 1.588 2.854 6.117
H 0.862 2.654 4.497
C -5.616 0.802 -0.593
C -6.858 1.167 0.145
C -8.046 1.584 -0.656
C -8.669 0.528 -1.452
N -9.079 -0.303 -2.118
H -5.737 0.198 -1.492
H -4.844 0.377 0.049
H -5.116 1.723 -0.891
H -6.606 2.038 0.749
H -7.133 0.323 0.778
H -7.835 2.498 -1.212
H -8.761 1.840 0.126
C -6.562 -2.669 7.482
C -6.197 -3.901 6.675
C -5.814 -3.486 5.230
C -4.589 -2.650 5.167
N -3.638 -1.984 5.081
H -5.664 -2.065 7.611
H -6.907 -2.995 8.463
H -7.301 -2.081 6.939
H -7.056 -4.571 6.636
H -5.375 -4.472 7.106
H -6.688 -2.964 4.840
H -5.549 -4.393 4.687
C -2.965 -5.477 -3.389
C -2.213 -6.697 -3.890
C -0.729 -6.507 -4.062
C 0.058 -5.987 -2.921
N 0.697 -5.582 -2.018
H -3.948 -5.796 -3.043
H -3.094 -4.738 -4.180
H -2.440 -5.078 -2.521
H -2.710 -7.023 -4.803
H -2.361 -7.580 -3.269
H -0.480 -5.807 -4.859
H -0.329 -7.451 -4.431
```

frontier orbital gap: 0.30553 Ha
SMILES: c1cc[nH]c1.c1cc[nH]c1.c1cc[nH]c1.NC(N)=O.CCCC#N.CCCC#N.CCCC#N.CCCC#N.CCCC#N.CCCC#N
spin multiplicity: 1


# C2H4NO2

C2H4NO2 as an isolated structure in a non-equilibrium geometry (ωB97M-V with the def2-TZVPD basis set, the Open Molecules 2025 dataset).

XYZ file:
```
9
Properties=species:S:1:pos:R:3
C -1.057 2.112 -0.120
C 0.968 -0.469 0.537
N -2.197 2.399 -0.368
O -3.309 2.480 -0.600
O 0.026 -0.022 1.151
H -0.068 2.636 -0.253
H -0.742 0.997 0.587
H 1.298 -0.226 -0.552
H 1.660 -1.236 1.130
```

frontier orbital gap: 0.35438 Ha
charge: +1
spin multiplicity: 1


# C2H3NO2

One molecule with the formula C2H3NO2 in a non-equilibrium geometry (ωB97M-V with the def2-TZVPD basis set, the Open Molecules 2025 dataset).

XYZ file:
```
8
Properties=species:S:1:pos:R:3
N -0.242 -0.201 1.146
O -1.157 0.487 0.330
C -0.290 0.565 -0.773
O 0.930 0.987 -0.339
C 0.726 -0.375 0.119
H -0.620 -1.116 1.263
H -0.817 0.679 -1.793
H 1.469 -1.026 0.047
```

frontier orbital gap: 0.37236 Ha
SMILES: N1O[C@H]2O[C@@H]12
spin multiplicity: 1


# C3H3N3O2

One molecule with the formula C3H3N3O2 in a non-equilibrium geometry (ωB97M-V with the def2-TZVPD basis set, the Open Molecules 2025 dataset).

XYZ file:
```
11
Properties=species:S:1:pos:R:3
O 1.983 0.984 0.234
C 2.209 -0.195 -0.160
N 1.187 -1.096 -0.149
C 0.029 -0.469 -0.052
N -1.281 -1.078 0.273
N -2.225 -0.123 -0.101
C -1.688 1.057 -0.171
O -0.333 0.787 0.105
H 3.474 -0.514 -0.390
H -1.699 -1.993 0.182
H -2.040 2.063 -0.367
```

frontier orbital gap: 0.36492 Ha
SMILES: O=C/N=c1/[nH]nco1
spin multiplicity: 1


Summary of ΔE to the lowest compared entry with this formula, charge and spin in kJ/mol
42.2; 465.5; 521.0; 450.5
(order as listed above)